{
  "formula": "H30O15",
  "method": "ωB97M-V/def2-TZVPD",
  "species": ["O", "H", "H", "O", "H", "H", "O", "H", "H", "O", "H", "H", "O", "H", "H", "O", "H", "H", "O", "H", "H", "O", "H", "H", "O", "H", "H", "O", "H", "H", "O", "H", "H", "O", "H", "H", "O", "H", "H", "O", "H", "H", "O", "H", "H"],
  "xyz": [[-8.91746, -31.14075, 15.91827], [-9.57649, -31.03150, 15.23272], [-8.82184, -32.08870, 16.01036], [-9.92265, -28.26254, 15.95155], [-10.21627, -29.16130, 16.10072], [-9.19642, -28.14265, 16.56347], [-9.67501, -31.53065, 10.99688], [-9.37617, -31.08061, 11.78706], [-9.03195, -32.22613, 10.85907], [-12.07820, -30.99923, 16.26193], [-12.07055, -30.96797, 17.21858], [-12.98826, -31.19076, 16.03534], [-12.03294, -33.24403, 11.36335], [-11.24750, -32.70616, 11.26325], [-12.12157, -33.36578, 12.30863], [-13.02657, -28.86009, 12.17575], [-12.22731, -28.56418, 11.74002], [-13.51608, -29.31922, 11.49324], [-7.87414, -26.52905, 15.28204], [-8.60856, -27.04419, 14.94813], [-7.50553, -26.10597, 14.50657], [-5.82256, -28.35247, 10.37079], [-5.85981, -28.00160, 9.48099], [-5.10209, -28.98234, 10.35042], [-6.98981, -33.30447, 10.36120], [-6.53303, -33.79290, 11.04606], [-6.92533, -33.86154, 9.58548], [-6.72968, -26.42588, 17.80984], [-6.96473, -26.36519, 16.88394], [-7.38054, -25.88618, 18.25855], [-7.66354, -27.73170, 12.20149], [-7.39858, -26.83544, 12.40821], [-7.15320, -27.95965, 11.42443], [-12.43494, -27.00967, 15.30664], [-11.65891, -27.43131, 15.67573], [-12.70115, -27.58361, 14.58834], [-8.92207, -29.90799, 13.03413], [-8.22593, -29.92966, 13.69075], [-8.89357, -29.01780, 12.68344], [-9.00347, -30.06169, 8.38952], [-9.20022, -30.50089, 9.21695], [-8.19667, -30.47616, 8.08374], [-7.82907, -25.00286, 13.05040], [-7.29545, -24.23755, 13.26439], [-8.47816, -24.67621, 12.42733]],
  "atomic_forces_ev_per_a": [[0.3052, 0.2233, 0.1436], [-0.3472, 0.0060, -0.3593], [-0.0008, -0.2261, 0.1042], [-0.1855, 0.2096, -0.1407], [-0.1128, -0.4297, -0.0053], [0.3030, 0.0657, 0.3317], [-0.5145, -0.4858, -0.8741], [0.2824, 0.6943, 0.7992], [0.4177, -0.3410, -0.1591], [0.3119, 0.0066, -0.1557], [0.0557, 0.0117, 0.2802], [-0.2506, 0.0500, -0.1719], [-0.4628, -0.4250, -0.0557], [0.5017, 0.5547, -0.1368], [-0.0688, -0.0260, 0.1817], [-0.0737, 0.1277, 0.3153], [0.2508, 0.0459, -0.0917], [-0.1350, -0.1797, -0.1403], [0.4251, -0.0008, 0.3616], [-0.3897, -0.2743, -0.0495], [-0.1302, 0.1137, -0.0976], [0.1839, 0.0819, -0.2467], [-0.1184, 0.1188, -0.2923], [0.1320, -0.2359, 0.1779], [-0.1736, 0.2824, 0.0264], [0.1065, -0.0947, 0.2417], [-0.0462, -0.1403, -0.2517], [0.3582, -0.0966, 0.6412], [-0.3100, -0.1200, -0.5899], [-0.1067, 0.1262, 0.1056], [-0.5141, 0.2090, 0.3545], [-0.0714, 0.3779, 0.1420], [0.3763, -0.3992, -0.3278], [-0.4238, 0.3336, 0.0041], [0.4985, -0.0944, 0.1570], [-0.1445, -0.1681, -0.2803], [-0.5810, -0.9023, 0.3029], [0.2351, 0.0307, 0.1924], [0.3145, 0.6147, -0.2050], [0.0622, 0.3421, -0.4321], [-0.2542, -0.2663, 0.6402], [0.1501, -0.0835, -0.0819], [0.2736, 0.1500, -0.2977], [0.2163, 0.2636, 0.1021], [-0.3453, -0.0503, -0.1628]],
  "mulliken_charge": [-0.596, 0.274, 0.274, -0.664, 0.241, 0.326, -0.751, 0.431, 0.349, -0.567, 0.302, 0.284, -0.624, 0.402, 0.290, -0.601, 0.309, 0.300, -0.664, 0.370, 0.305, -0.606, 0.281, 0.276, -0.619, 0.303, 0.310, -0.626, 0.391, 0.302, -0.604, 0.351, 0.326, -0.652, 0.385, 0.302, -0.700, 0.334, 0.303, -0.637, 0.383, 0.284, -0.607, 0.266, 0.266],
  "gap_ha": 0.3783,
  "total_charge": 0,
  "homo_ev": -10.33,
  "e_tot_ev": -31200.542,
  "multiplicity": 1,
  "de_lowest_ev": 1.124,
  "e_lumo_ev": -0.03
}